# C4H5N3

One molecule with the formula C4H5N3 in a non-equilibrium geometry (ωB97M-V with the def2-TZVPD basis set, the OMol25 dataset).

Values from the calculation:
Gap between HOMO and LUMO (spin up / spin down): 8.0 / 8.0 eV
Total charge: 0
HOMO energy (spin up / spin down): -8.37 / -8.37 eV
Multiplicity: 1
Lowest unoccupied orbital energy (spin up / spin down): -0.0142 / -0.0142 Ha

Each atom is followed by the atoms it is bonded to, with distances in Å.
CARTESIAN COORDINATES (ANGSTROEM)
1 H 2.728 -0.014 -1.080  N8 1.014
2 N 0.853 -1.310 -0.101  C9 1.237
3 C -1.303 -1.007 0.246  C4 1.359, H10 1.089
4 C -1.880 0.222 0.181  C3 1.359, H5 1.102, C11 1.436
5 H -2.952 0.476 0.200  C4 1.102
6 N 0.353 1.148 0.065  C9 1.359, C11 1.303
7 H -1.283 2.332 -0.099  C11 1.096
8 N 2.498 -0.177 -0.106  H1 1.014, C9 1.593, H12 1.032
9 C 0.919 -0.088 0.080  N2 1.237, N6 1.359, N8 1.593
10 H -1.941 -1.885 0.323  C3 1.089
11 C -0.941 1.300 0.046  C4 1.436, N6 1.303, H7 1.096
12 H 3.060 -0.976 0.227  N8 1.032

***

# C4H5N3

A 2-piece molecular cluster, C4H5N3 overall in a non-equilibrium geometry (ωB97M-V with the def2-TZVPD basis set, the OMol25 dataset).

Values from the calculation:
Gap between HOMO and LUMO: 9.7 eV
Total charge: 0
HOMO energy: -8.96 eV
Multiplicity: 1
Lowest unoccupied orbital energy: 0.0256 Ha
Structure (SMILES): c1cn[nH]c1.C#N

Each atom is followed by the atoms it is bonded to, with distances in Å.
CARTESIAN COORDINATES (ANGSTROEM)
1 C 0.391 1.287 1.009  N2 1.354, H7 1.116, C11 1.426
2 N -0.767 1.128 1.693  C1 1.354, N9 1.356
3 C -1.232 0.208 -1.923  N4 1.207, H12 1.039
4 N -1.418 0.274 -0.732  C3 1.207
5 H 0.807 -1.613 1.921  C6 1.005
6 C 0.527 -0.686 1.655  H5 1.005, N9 1.406, C11 1.350
7 H 0.395 2.137 0.286  C1 1.116
8 H -1.536 -0.693 1.871  N9 1.018
9 N -0.699 -0.163 2.102  N2 1.356, C6 1.406, H8 1.018
10 H 2.091 0.192 0.213  C11 1.085
11 C 1.275 0.171 0.927  C1 1.426, C6 1.350, H10 1.085
12 H -1.417 0.652 -2.844  C3 1.039

***

Computed relative energy (zero: lowest compared OMol25 entry of this formula, charge and spin) (kcal per mole) in order:
147.9 90.1